# 1
Formula: C5H31N3O8
Source: the Open Molecules 2025 dataset
Level of theory: wB97M-V/def2-TZVPD

Results
Electronic energy (eV): -26524.028
Multiplicity: 1
Total charge: +2
LUMO energy (Eh): -0.1815
Kohn-Sham gap (eV): 9.35
ΔE to the lowest compared entry with this formula, charge and spin (eV): 2.9998

Positions of all 47 atoms, in Å:
O (-4.16702, 0.52403, -0.45188)
O (0.35644, 3.57760, 0.86214)
O (-1.79160, -0.20171, 4.36070)
O (4.67085, 1.31342, 0.64125)
O (-3.19138, -2.51421, -2.49631)
O (3.25832, 3.12795, -1.56005)
O (-0.68841, -3.28405, 2.28304)
O (1.13454, -1.58392, 3.31937)
N (0.83729, 1.81234, -3.51972)
N (1.20858, 1.50001, -0.60588)
N (-1.64672, -2.31955, -0.19826)
C (-0.01184, 1.14818, -2.69332)
C (0.79164, -1.81936, 0.14523)
C (-0.47318, -1.50523, -0.69083)
C (0.15643, 0.84895, -1.40505)
C (-0.76071, -0.01158, -0.55184)
H (0.73661, -2.79388, 0.60656)
H (4.41625, 0.93687, 1.48772)
H (-1.89500, -3.06579, -0.84068)
H (0.87341, 2.43283, -0.18982)
H (-2.71583, -2.56719, -3.32604)
H (-1.88232, 0.69065, 4.66433)
H (-1.74312, 0.27527, -0.95199)
H (-2.40887, -1.64370, -0.12338)
H (1.12193, -1.10226, 0.88815)
H (3.34296, 3.61744, -2.37459)
H (1.21620, 3.84074, 1.19189)
H (-4.67473, -0.25472, -0.69602)
H (-4.84220, 1.17164, -0.25711)
H (1.58803, -1.87492, -0.60576)
H (1.56972, 0.92793, 0.14083)
H (4.06408, 2.95825, -1.06498)
H (-0.13669, -3.97078, 2.65734)
H (-0.67941, 0.23983, 0.50138)
H (0.64758, 1.80339, -4.50591)
H (-2.15751, -0.98013, 4.75353)
H (0.56182, -1.34421, 4.01843)
H (-0.91229, 0.79774, -3.18389)
H (-0.21128, -1.73469, -1.71905)
H (-0.62194, -2.46486, 2.79034)
H (-1.44103, -2.68225, 0.74869)
H (1.55906, 2.45495, -3.25559)
H (2.02269, 1.84325, -1.16023)
H (-4.08624, -2.22895, -2.63355)
H (1.94923, -2.01063, 3.59475)
H (-0.31661, 4.18357, 0.55594)
H (5.37229, 1.93172, 0.85010)

Cartesian forces (eV/Å) of the 3 atoms listed first:
O 0.349 -0.486 -0.130
O -0.160 -2.015 -0.254
O 1.739 -0.604 -2.407

***

# 2
Formula: C3H12N2O2
Source: the Open Molecules 2025 dataset
Level of theory: wB97M-V/def2-TZVPD

Results
Electronic energy (eV): -10379.475
Multiplicity: 1
SMILES string: C/C(N)=C/N.O.O
LUMO energy (Eh): 0.0195
Kohn-Sham gap (eV): 8.00
ΔE to the lowest compared entry with this formula, charge and spin (eV): 2.0745

Positions of all 19 atoms, in Å:
O (0.00131, -0.98462, 3.71499)
O (-2.68419, 0.82719, 1.46372)
N (1.09923, 1.77901, -0.44264)
N (-0.71253, 0.28751, -2.10682)
C (0.24570, -0.35188, -1.30192)
C (1.08448, 0.36991, -0.49496)
C (0.65944, -1.74330, -1.60477)
H (0.35628, 2.08069, -1.03700)
H (-0.22333, -0.09747, 3.37373)
H (2.01144, 2.19029, -0.51245)
H (-1.66443, -0.01382, -1.98657)
H (0.49809, -0.72310, 4.50026)
H (1.89826, -0.15569, -0.01099)
H (-0.07265, -2.52394, -1.32861)
H (-1.73539, 1.03316, 1.38220)
H (-2.74033, 1.01310, 2.40547)
H (-0.40875, 1.15731, -2.49333)
H (0.96990, -2.00235, -2.62071)
H (1.41748, -2.14200, -0.89959)

Cartesian forces (eV/Å) of the 3 atoms listed first:
O 0.001 1.159 0.076
O 1.127 0.383 0.468
N -0.704 -1.294 1.076

***

# 3
Formula: C42H69F5O42
Source: the Open Molecules 2025 dataset
Level of theory: wB97M-V/def2-TZVPD

Results
Electronic energy (eV): -144254.870
Multiplicity: 1
LUMO energy (Eh): 0.0049
Kohn-Sham gap (eV): 10.29

Positions of all 158 atoms, in Å:
F (3.96608, -2.13491, 4.79134)
F (3.77334, 1.87001, -1.87522)
F (-3.57704, 1.50233, -5.59001)
F (-9.27339, -1.25754, -0.99369)
F (5.03475, -6.79251, 0.99636)
O (-6.41761, 0.56498, -0.74198)
O (5.92333, -1.59285, 0.84239)
O (-4.26098, -0.15974, 4.25425)
O (0.00568, -0.05657, -1.55102)
O (-1.25336, -2.87516, -4.39405)
O (-3.06941, 2.91498, -3.96064)
O (1.00929, -3.82742, -0.39543)
O (-3.00070, 4.14825, 3.68283)
O (7.74942, -0.51737, 1.64939)
O (-4.55040, 3.54232, -2.42652)
O (-3.94699, 3.13078, 1.94480)
O (0.99847, 3.94323, -1.82358)
O (1.44492, -0.15889, -7.67040)
O (-0.92629, -2.78351, -6.49360)
O (5.39398, -4.90667, -0.12177)
O (1.74403, -2.26232, 5.07509)
O (5.07014, 2.60059, 2.88121)
O (1.55403, -0.67963, 3.52988)
O (-4.02067, 1.36635, -2.67687)
O (-2.67959, -1.65615, -5.63286)
O (-5.05048, 3.20758, 3.81387)
O (-5.04685, -0.88197, 0.26023)
O (-0.73145, 4.89626, 1.17593)
O (-3.97255, -2.05191, 3.06632)
O (0.02336, 3.24623, -3.74725)
O (-5.99575, -1.24699, 3.63286)
O (1.11825, -0.95389, -5.59752)
O (4.37434, 3.89028, 1.18380)
O (-1.22989, -3.39061, -0.19775)
O (3.74989, -4.03214, 1.07074)
O (2.04495, 2.49976, -3.14884)
O (1.37248, -0.47376, 0.25694)
O (3.97513, -3.47534, -1.10250)
O (4.97534, 4.80434, 3.10711)
O (0.31900, -0.53599, 5.39316)
O (-1.69061, 3.86649, -0.56930)
O (-0.95148, 2.65104, 1.04211)
O (1.65569, 1.15938, -5.86589)
O (-0.67070, -0.23533, 0.58666)
O (0.16902, -3.59262, 1.55375)
O (6.78644, -2.20936, 2.73291)
O (-7.21658, -1.36497, -0.05252)
C (1.96259, 2.30768, -6.63021)
C (-0.87842, -3.58288, 2.50606)
C (6.87905, -1.35003, 1.70718)
C (-1.99201, 5.08897, -1.23352)
C (-3.89820, 3.51651, 3.22179)
C (-1.26569, -2.64196, -7.86176)
C (3.04146, 2.93952, -2.26439)
C (1.13934, -1.09401, 4.73685)
C (5.46671, -5.50224, 1.16118)
C (7.75277, -2.11353, 3.77046)
C (6.07372, -1.04060, -0.44761)
C (-4.67062, -1.23914, 3.61015)
C (-2.86904, 0.13785, 4.36462)
C (-3.81611, 2.71109, -2.84792)
C (1.05573, -3.63130, -1.79579)
C (2.80584, -2.55066, 4.18222)
C (5.44082, 4.64674, 4.43741)
C (-2.05943, -2.80016, -3.22656)
C (1.13140, -0.63123, -4.20910)
C (1.39943, -0.00048, -6.48968)
C (-5.22679, 3.56095, 5.17972)
C (-3.03190, 0.68850, -3.46825)
C (2.14718, 3.41864, -1.15393)
C (-8.33263, -0.55191, -0.29016)
C (-0.13940, -3.57495, 0.27679)
C (2.45929, -1.64737, 3.02200)
C (-6.70812, -2.35552, 3.09824)
C (-0.31602, 2.47155, 2.28143)
C (-4.96875, 2.30890, 1.41959)
C (-1.12658, 3.90303, 0.61825)
C (-7.78168, 0.51036, -1.22078)
C (-2.08664, -0.17398, 0.36886)
C (4.65945, 1.41106, 2.24043)
C (4.77751, 3.77100, 2.29949)
C (4.29422, -4.10022, -0.14515)
C (-6.13204, -0.55456, -0.10002)
C (-2.69357, 1.71150, -4.54507)
C (0.90792, 3.21395, -2.95905)
C (2.54829, -0.49962, -0.53075)
C (-1.72749, -2.38588, -5.54360)
C (0.22993, -0.24269, -0.38378)
C (4.55590, -4.66211, 2.04101)
H (-2.36646, -0.46223, 5.11804)
H (-7.78052, 0.17046, -2.25425)
H (4.79853, 5.26453, 5.06865)
H (-2.47104, 0.02481, 3.35423)
H (8.78704, -2.21838, 3.45883)
H (3.95430, -5.35692, 2.62826)
H (2.05766, -0.18278, -3.84711)
H (-5.71894, 4.52690, 5.28299)
H (3.62834, 3.81408, -2.55542)
H (0.77827, 2.48001, 2.24491)
H (-5.85673, 2.88369, 1.16197)
H (2.67737, 2.13800, -7.43281)
H (5.14742, -3.99685, 2.66899)
H (-1.67462, -1.95950, -2.64676)
H (-1.54580, -4.44232, 2.43944)
H (3.36564, -1.08689, 2.76580)
H (-2.74570, 1.18979, 4.61616)
H (2.55213, 4.15541, -0.46154)
H (7.46351, -2.89778, 4.46990)
H (-5.21702, 1.44011, 2.03258)
H (7.60140, -1.20198, 4.35041)
H (6.42714, 5.10906, 4.49575)
H (6.40003, -0.00084, -0.44904)
H (1.03353, 2.61262, -7.12735)
H (5.19016, 1.28768, 1.29494)
H (3.10838, 0.43864, -0.46549)
H (2.07664, -2.05448, 2.08735)
H (-0.43768, -3.67008, 3.50048)
H (-4.56229, 1.86053, 0.51397)
H (-2.63753, -0.74783, 1.10564)
H (-1.06338, 5.65815, -1.32923)
H (2.90345, -3.60716, 3.95393)
H (1.45732, -2.64314, -2.06095)
H (-2.20425, -0.52680, -0.65619)
H (-4.24722, 3.59344, 5.65654)
H (1.92221, -4.16490, -2.18338)
H (1.83001, 2.62166, -0.47117)
H (0.92771, -1.57313, -3.71272)
H (-1.88044, -3.73998, -2.70572)
H (-2.17741, 0.50814, -2.80533)
H (0.35768, 0.08946, -3.94698)
H (-6.36362, -3.20572, 3.68862)
H (6.73559, -1.60881, -1.10340)
H (-0.68619, 3.01917, 3.14491)
H (-2.00620, -1.87455, -8.08338)
H (5.13792, -1.03279, -1.00133)
H (6.50743, -5.53195, 1.48597)
H (-2.32551, 5.01779, -2.26273)
H (-8.27376, 1.47261, -1.11858)
H (-6.49803, -2.56156, 2.04748)
H (-7.76638, -2.11359, 3.13384)
H (2.16790, 3.13411, -5.95730)
H (-8.77933, -0.14973, 0.61849)
H (-1.68673, 1.66853, -4.94985)
H (-3.33395, -0.30137, -3.79799)
H (3.61481, 1.45350, 1.90296)
H (-2.48333, 0.84249, 0.37220)
H (4.67333, 0.60048, 2.96178)
H (-2.66520, 5.65144, -0.59079)
H (-5.83342, 2.82837, 5.70740)
H (-0.48278, 1.41286, 2.51810)
H (2.34628, -0.58477, -1.59755)
H (-3.12985, -2.78553, -3.43024)
H (-1.45186, -2.65616, 2.50018)
H (0.14319, -3.68319, -2.37854)
H (-1.44963, -3.62076, -8.29541)
H (-0.42525, -2.23806, -8.43376)
H (3.28387, -1.24647, -0.24491)
H (5.46578, 3.67073, 4.91415)

Cartesian forces (eV/Å) of the 3 atoms listed first:
F 0.147 -0.138 -0.140
F 0.550 0.320 -0.496
F 0.204 0.166 -0.289